{"formula": "C21H58BO20", "method": "wB97M-V/def2-TZVPD", "elements": ["O", "C", "O", "B", "O", "C", "O", "O", "C", "O", "C", "O", "O", "C", "O", "H", "H", "H", "H", "C", "O", "H", "H", "H", "H", "C", "O", "H", "H", "H", "H", "C", "O", "H", "H", "H", "H", "C", "O", "H", "H", "H", "H", "C", "C", "O", "H", "H", "H", "H", "H", "H", "C", "C", "O", "H", "H", "H", "H", "H", "H", "C", "C", "O", "H", "H", "H", "H", "H", "H", "C", "C", "O", "H", "H", "H", "H", "H", "H", "C", "C", "O", "H", "H", "H", "H", "H", "H", "C", "C", "O", "H", "H", "H", "H", "H", "H", "O", "H", "H"], "xyz": [[-1.340, -1.238, 2.552], [-0.723, -0.863, 1.532], [-0.842, 0.268, 0.948], [0.179, 0.387, -0.076], [0.744, -0.963, -0.285], [0.260, -1.738, 0.693], [0.601, -2.888, 0.896], [1.175, 1.423, 0.287], [1.059, 2.451, -0.512], [1.629, 3.507, -0.456], [0.030, 2.067, -1.603], [-0.403, 0.886, -1.362], [-0.349, 2.851, -2.485], [2.373, 5.222, 4.659], [3.408, 6.150, 4.454], [2.217, 4.615, 3.767], [2.489, 4.528, 5.492], [1.426, 5.726, 4.852], [3.404, 6.624, 5.289], [-2.992, -4.305, 7.086], [-3.532, -4.509, 5.793], [-2.311, -3.456, 7.026], [-3.699, -4.035, 7.871], [-2.249, -5.073, 7.297], [-3.327, -3.684, 5.345], [-1.438, -7.989, -0.833], [-1.773, -8.807, -1.863], [-2.315, -7.763, -0.227], [-0.802, -8.631, -0.223], [-0.871, -7.118, -1.160], [-2.285, -8.275, -2.477], [1.457, -7.222, 3.983], [1.763, -8.398, 4.706], [1.520, -6.348, 4.631], [2.141, -7.066, 3.149], [0.430, -7.323, 3.632], [1.741, -8.230, 5.651], [3.147, 5.194, -5.394], [3.993, 5.991, -6.195], [2.838, 4.208, -5.740], [3.629, 5.124, -4.419], [2.265, 5.793, -5.168], [3.537, 6.528, -6.847], [-4.022, -3.118, -2.028], [-3.503, -2.972, -3.397], [-4.438, -3.547, -4.292], [-4.879, -2.458, -1.893], [-3.219, -2.851, -1.341], [-4.349, -4.097, -1.679], [-2.564, -3.523, -3.447], [-3.379, -1.921, -3.660], [-4.245, -3.204, -5.168], [2.648, -6.011, -2.930], [3.434, -6.689, -1.803], [4.480, -7.482, -2.363], [3.322, -5.501, -3.618], [1.883, -5.386, -2.467], [2.193, -6.848, -3.460], [2.813, -7.401, -1.258], [3.790, -5.993, -1.044], [4.457, -8.199, -1.725], [-1.912, 4.641, -8.196], [-1.899, 4.927, -9.652], [-1.856, 3.668, -10.338], [-1.797, 5.573, -7.643], [-1.125, 3.982, -7.828], [-2.839, 4.203, -7.825], [-1.040, 5.563, -9.868], [-2.805, 5.460, -9.939], [-2.698, 3.209, -10.319], [4.688, -0.713, 3.840], [5.160, -1.990, 3.111], [5.869, -2.848, 3.978], [4.186, -0.068, 3.118], [5.501, -0.115, 4.252], [4.092, -0.883, 4.737], [5.773, -1.797, 2.231], [4.286, -2.578, 2.833], [5.293, -3.581, 4.209], [-3.856, 1.506, 6.315], [-3.971, 0.983, 7.743], [-3.315, 1.972, 8.541], [-2.869, 1.493, 5.854], [-4.120, 2.560, 6.230], [-4.519, 0.974, 5.632], [-3.559, -0.021, 7.845], [-5.046, 0.908, 7.908], [-2.725, 1.589, 9.194], [-1.528, 9.135, -2.980], [-2.453, 7.967, -2.536], [-2.863, 7.236, -3.654], [-2.068, 9.833, -3.620], [-0.668, 8.854, -3.588], [-1.141, 9.676, -2.117], [-3.354, 8.331, -2.041], [-1.936, 7.206, -1.953], [-2.216, 6.532, -3.568], [4.523, 6.961, 1.006], [4.258, 6.807, 1.913], [3.924, 6.425, 0.486]], "gap_ev": 9.4, "total_energy_ha": -2364.67084, "homo_ev": -7.51, "de_lowest_kcal_mol": 81.1, "charge": -1}



{"formula": "C13H15Cl13O3S", "method": "wB97M-V/def2-TZVPD", "elements": ["O", "S", "O", "Cl", "O", "C", "C", "C", "C", "C", "C", "C", "C", "C", "H", "H", "H", "H", "H", "H", "H", "H", "H", "H", "H", "C", "Cl", "Cl", "Cl", "H", "C", "Cl", "Cl", "Cl", "H", "C", "Cl", "Cl", "Cl", "H", "C", "Cl", "Cl", "Cl", "H"], "xyz": [[1.864, 4.946, -0.473], [3.042, 4.420, -1.109], [4.356, 5.285, -0.466], [4.133, 6.880, -0.954], [3.407, 3.000, -0.416], [2.194, 2.165, -0.458], [2.594, 0.707, -0.373], [1.452, -0.253, -0.830], [0.104, 0.388, -0.551], [-0.628, 0.868, -1.637], [-1.834, 1.514, -1.473], [-2.310, 1.680, -0.179], [-1.606, 1.187, 0.902], [-0.367, 0.524, 0.747], [1.596, 2.460, 0.397], [1.676, 2.400, -1.391], [3.522, 0.499, -0.903], [2.813, 0.503, 0.679], [1.504, -1.197, -0.291], [1.585, -0.378, -1.902], [-0.224, 0.764, -2.634], [-2.352, 1.893, -2.342], [-3.241, 2.213, -0.037], [-1.990, 1.307, 1.905], [0.205, 0.149, 1.584], [-1.023, -3.187, -3.263], [-0.978, -1.459, -2.879], [-2.351, -3.979, -2.414], [-1.154, -3.450, -5.005], [-0.096, -3.633, -2.926], [-0.846, 3.856, 4.088], [-0.025, 4.874, 5.273], [-0.234, 4.171, 2.465], [-0.671, 2.147, 4.508], [-1.900, 4.100, 4.107], [-1.952, -2.037, 4.413], [-3.625, -2.393, 4.847], [-1.884, -1.022, 2.973], [-1.111, -1.248, 5.752], [-1.452, -2.972, 4.202], [-0.388, -7.639, -2.808], [-2.063, -7.956, -2.358], [-0.306, -6.683, -4.288], [0.467, -6.823, -1.495], [0.098, -8.589, -2.989]], "gap_ev": 9.2, "total_energy_ha": -7110.64030, "homo_ev": -9.26}



{"formula": "C2H4O3Sm", "method": "wB97M-V/def2-TZVPD", "elements": ["O", "O", "C", "C", "H", "H", "H", "Sm", "O", "H"], "xyz": [[-0.423, 1.478, -0.037], [0.152, -1.583, -0.319], [-1.582, 1.236, 0.255], [-2.138, -0.149, 0.232], [-2.311, 2.052, 0.388], [-2.963, -0.214, -0.493], [-2.514, -0.418, 1.231], [1.513, 0.208, 0.023], [-1.139, -1.068, -0.139], [-1.060, -2.223, -0.375]], "s_squared": 12.007, "gap_ev": [8.4, 10.7], "total_energy_ha": -961.41675, "homo_ev": [-17.20, -19.42], "multiplicity": 7, "de_lowest_kcal_mol": 81.7, "charge": 2}



{"formula": "C3H12N2OS2", "method": "wB97M-V/def2-TZVPD", "elements": ["S", "S", "C", "C", "C", "N", "N", "H", "H", "H", "H", "H", "H", "H", "H", "H", "H", "H", "H", "O"], "xyz": [[2.673, -0.366, -1.228], [-3.260, 0.231, -1.164], [-2.327, 0.411, 0.252], [-0.980, -0.485, 0.032], [-0.145, -0.434, 1.287], [0.889, -1.407, 1.245], [-0.256, -0.030, -1.130], [3.660, -1.115, -1.744], [-2.760, 0.011, 1.174], [-1.985, 1.388, 0.493], [-1.359, -1.507, -0.084], [-0.818, -0.577, 2.136], [0.299, 0.538, 1.479], [1.579, -1.183, 0.529], [0.830, -2.363, 1.546], [-0.885, 0.005, -1.923], [0.517, -0.684, -1.382], [1.365, 1.733, -0.568], [1.569, 3.239, -0.821], [1.394, 2.594, -0.129]], "gap_ev": 3.3, "total_energy_ha": -1102.42513, "homo_ev": -7.89, "de_lowest_kcal_mol": 118.7}



{"formula": "C5H8N", "method": "wB97M-V/def2-TZVPD", "elements": ["C", "C", "C", "C", "C", "N", "H", "H", "H", "H", "H", "H", "H", "H"], "xyz": [[-1.929, -0.231, 0.491], [-0.532, -0.308, 1.059], [-0.621, 0.392, -1.208], [0.249, 0.096, -0.076], [2.029, 0.089, -0.014], [-1.982, 0.216, -0.691], [-2.843, -0.398, 0.920], [-0.392, 0.134, 2.065], [-0.249, -1.388, 1.164], [-0.585, 1.479, -1.420], [-0.425, -0.100, -2.155], [2.558, 1.094, -0.235], [2.398, -0.620, -0.828], [2.324, -0.455, 0.929]], "gap_ev": 8.4, "total_energy_ha": -249.68600, "homo_ev": -15.13, "de_lowest_kcal_mol": 87.3, "charge": 1}



{"formula": "C35H28AsHfN4OS4Sb", "method": "wB97M-V/def2-TZVPD", "elements": ["Hf", "C", "C", "C", "C", "C", "C", "N", "C", "C", "C", "C", "C", "C", "N", "N", "C", "C", "C", "C", "C", "N", "H", "H", "H", "H", "H", "H", "H", "H", "H", "H", "H", "H", "H", "S", "Sb", "S", "S", "S", "O", "As", "C", "C", "C", "C", "C", "C", "C", "C", "C", "C", "C", "C", "C", "C", "C", "C", "C", "C", "H", "H", "H", "H", "H", "H", "H", "H", "H", "H", "H", "H", "H", "H", "H"], "xyz": [[-1.293, -1.135, -0.251], [-2.749, -5.129, -4.506], [-1.976, -5.770, -3.547], [-1.292, -5.031, -2.593], [-1.366, -3.637, -2.590], [-2.137, -3.001, -3.555], [-2.826, -3.744, -4.503], [-0.673, -2.907, -1.589], [0.661, -2.982, -1.588], [1.486, -3.402, -2.672], [2.844, -3.374, -2.565], [3.515, -2.959, -1.380], [2.778, -2.583, -0.304], [1.367, -2.579, -0.401], [0.535, -2.303, 0.626], [0.913, -2.212, 1.823], [-0.185, -1.956, 2.661], [0.054, -1.847, 4.025], [-1.024, -1.598, 4.855], [-2.292, -1.450, 4.301], [-2.430, -1.542, 2.929], [-1.397, -1.784, 2.121], [-3.288, -5.705, -5.246], [-1.911, -6.851, -3.534], [-0.698, -5.525, -1.833], [-2.185, -1.923, -3.560], [-3.426, -3.233, -5.246], [1.010, -3.719, -3.590], [3.436, -3.670, -3.423], [4.596, -2.940, -1.355], [3.225, -2.261, 0.627], [1.064, -1.967, 4.389], [-0.886, -1.516, 5.925], [-3.156, -1.253, 4.919], [-3.389, -1.413, 2.441], [-2.987, 3.053, -3.058], [-3.034, 0.827, -2.838], [-3.657, -1.835, -0.572], [-0.692, 0.248, -2.267], [-3.570, 0.240, -0.249], [-0.353, 0.448, 0.908], [0.291, 1.970, 0.622], [1.795, 1.934, -0.559], [1.733, 2.350, -1.883], [2.865, 2.246, -2.676], [4.038, 1.713, -2.157], [4.091, 1.289, -0.836], [2.970, 1.409, -0.030], [-1.041, 3.264, 0.204], [-0.756, 4.415, -0.518], [-1.734, 5.385, -0.663], [-2.984, 5.203, -0.092], [-3.260, 4.056, 0.640], [-2.284, 3.087, 0.801], [0.991, 2.465, 2.339], [0.693, 1.683, 3.446], [1.168, 2.056, 4.695], [1.934, 3.205, 4.833], [2.227, 3.988, 3.723], [1.754, 3.619, 2.473], [0.803, 2.708, -2.305], [2.820, 2.562, -3.710], [4.914, 1.623, -2.787], [5.003, 0.869, -0.431], [3.006, 1.087, 1.004], [0.215, 4.560, -0.975], [-1.525, 6.272, -1.247], [-3.753, 5.952, -0.229], [-4.239, 3.909, 1.078], [-2.488, 2.193, 1.376], [0.091, 0.792, 3.320], [0.938, 1.449, 5.562], [2.304, 3.495, 5.808], [2.823, 4.885, 3.831], [1.983, 4.226, 1.605]], "gap_ev": 5.3, "total_energy_ha": -5761.79389, "homo_ev": -6.94, "de_lowest_kcal_mol": 0.0}